The following is a quantum chemistry calculation of a molecular structure, C31H38BrN5ORu, from the Open Molecules 2025 dataset.

Computed properties:
Highest occupied orbital energy (alpha / beta) in eV: -10.7849 / -11.3359
Orbital gap (alpha / beta) in eV: 8.7 / 7.0
DFT total energy in hartree: -4221.6942

Structure (ORCA input):
```
! wB97M-V def2-TZVPD RIJCOSX def2/J DEFGRID3
* xyz 1 6
Ru -0.03 0.62 -0.01
Br 0.22 6.00 -4.11
O 1.32 -0.74 -0.43
N -3.47 -4.82 -1.23
N -3.30 -1.62 -2.04
N -1.83 -0.34 -1.06
N -4.27 -3.73 -1.45
N -3.89 -5.43 -0.19
C 0.31 3.73 -0.66
C 1.86 1.34 4.44
C -4.98 -4.74 0.32
C -5.23 -3.64 -0.49
C -2.02 0.13 1.98
C -3.92 -0.40 -1.84
C -3.96 -2.83 -2.53
C -2.80 -2.25 1.68
C -0.38 2.27 -2.44
C 0.40 4.78 -1.56
C 0.10 4.57 -2.89
C 0.26 0.69 2.62
C -7.02 -2.99 0.88
C -6.78 -4.10 1.72
C -6.26 -2.73 -0.23
C -1.04 -2.66 -1.61
C -0.29 3.32 -3.35
C -1.04 1.08 2.28
C 3.32 0.45 -1.14
C -1.73 -1.23 1.98
C 2.40 1.90 2.04
C 3.17 -2.04 -1.17
C 1.28 1.71 3.07
C -3.00 0.39 -1.23
C -0.07 2.45 -1.08
C 1.85 -0.67 -2.80
C 2.40 -0.74 -1.38
C -0.43 -1.62 2.29
C 0.55 -0.68 2.60
C -5.77 -4.99 1.45
C -2.03 -1.55 -1.57
H 1.04 -1.40 -2.93
H 1.08 1.24 5.19
H -3.62 -1.80 1.12
H 2.64 -0.90 -3.52
H 1.47 0.33 -3.02
H -0.17 -2.67 2.31
H 0.75 2.66 3.18
H -0.52 3.17 -4.39
H 2.53 -2.90 -1.40
H -3.08 1.42 -0.92
H 2.42 0.40 4.39
H 2.55 2.12 4.77
H 3.51 -2.12 -0.14
H 3.86 0.35 -0.20
H -0.16 -2.37 -1.05
H -4.93 -0.21 -2.15
H 4.04 -2.07 -1.83
H -5.58 -5.85 2.07
H -1.45 -3.58 -1.20
H -2.40 -3.09 1.12
H -0.75 -2.87 -2.64
H -1.32 2.12 2.36
H -3.21 -2.64 2.61
H 0.55 3.92 0.38
H -0.71 1.31 -2.81
H -3.03 0.46 1.77
H -7.42 -4.25 2.58
H -3.31 -3.36 -3.22
H -4.87 -2.53 -3.03
H 2.00 2.16 1.06
H 0.69 5.77 -1.22
H -7.84 -2.32 1.13
H 2.99 0.99 1.94
H -6.46 -1.87 -0.86
H 3.06 2.71 2.34
H 1.54 -1.02 2.85
H 4.05 0.54 -1.95
H 2.73 1.37 -1.12
*
```



The following is a quantum chemistry calculation of a molecular structure, C31H38CdF6N4OP2 in a non-equilibrium geometry, from the Open Molecules 2025 dataset.

Computed properties:
Highest occupied orbital energy in eV: -8.3765
Orbital gap in eV: 6.4
DFT total energy in hartree: -2947.8352

Structure (ORCA input):
```
! wB97M-V def2-TZVPD RIJCOSX def2/J DEFGRID3
* xyz 0 1
Cd -0.49 2.38 -1.04
P -3.56 -2.29 -6.52
P -0.38 -1.69 -7.63
F -0.23 1.21 2.78
F 1.37 -0.58 1.49
F 0.22 3.34 2.53
F 1.38 2.14 3.95
F 3.37 0.08 0.85
F 2.86 0.06 2.98
O 1.28 1.95 0.32
N 0.70 -1.19 -8.94
N -4.99 -1.83 -7.50
N -4.36 -3.71 -5.84
N 0.41 -3.27 -7.35
C 1.84 1.82 1.55
C -5.63 -2.50 -8.53
C -2.73 -3.25 -7.88
C -5.37 -5.01 -4.28
C -2.24 1.73 -0.01
C 1.45 -1.89 -9.89
C 1.08 -5.44 -7.42
C -4.92 -4.81 -6.50
C 0.58 -2.48 -2.92
C -0.84 -1.89 -2.71
C 1.89 -2.62 -0.71
C -0.15 -4.19 -0.62
C -1.75 -2.39 -8.69
C -4.65 -3.84 -4.47
C 3.06 2.69 1.77
C 0.81 0.18 -9.24
C -1.32 -3.25 -0.61
C -5.58 -0.57 -7.38
C -6.61 -1.68 -9.08
C 2.09 -0.98 -10.73
C 0.77 -3.66 -6.06
C -1.70 -2.45 -1.62
C 1.19 -4.98 -6.07
C -6.58 -0.45 -8.34
C 1.70 -2.19 -1.96
C 1.67 0.33 -10.32
C -5.55 -5.62 -5.56
C 2.35 0.33 1.73
C 0.57 -4.39 -8.17
C 1.11 -3.63 0.07
C 0.79 2.11 2.71
H 2.72 -2.18 -0.15
H -5.23 0.12 -6.63
H -2.25 -1.52 -9.13
H 1.33 -6.43 -7.79
H 3.78 2.46 0.98
H 1.50 -2.96 -9.90
H 0.67 -2.96 -5.25
H -2.77 -2.17 -1.68
H -7.25 -1.93 -9.91
H 2.76 -1.22 -11.54
H -7.22 0.40 -8.50
H -1.34 -2.99 -9.52
H -2.36 0.68 -0.33
H 3.52 2.50 2.74
H 0.31 -4.35 -9.22
H -4.78 -4.95 -7.56
H 0.93 -1.95 -3.82
H 0.26 0.90 -8.66
H 1.98 1.27 -10.76
H -1.94 -3.33 0.28
H 0.51 -3.55 -3.15
H -3.45 -3.68 -8.58
H 0.12 -4.55 -1.61
H 1.52 -5.56 -5.22
H 0.85 -3.21 1.07
H 1.81 -4.46 0.27
H -6.07 -6.55 -5.79
H -5.35 -3.50 -8.83
H -3.13 2.32 -0.25
H 2.35 -1.37 -2.30
H -4.28 -3.10 -3.77
H -2.21 -4.09 -7.39
H 2.80 3.74 1.69
H -5.73 -5.41 -3.34
H -1.39 -2.02 -3.67
H -0.76 -0.80 -2.56
H -2.01 1.77 1.08
H -0.42 -5.08 -0.05
*
```



The following is a quantum chemistry calculation of a molecular structure, C31H38F6N4OP2Pt in a non-equilibrium geometry, from the Open Molecules 2025 dataset.

Computed properties:
ΔE to the lowest compared entry with this formula, charge and spin in kJ/mol: 0.0
Highest occupied orbital energy (alpha / beta) in eV: -4.8961 / -8.5250
Orbital gap (alpha / beta) in eV: 5.2 / 5.7
DFT total energy in hartree: -2899.4064

Structure (ORCA input):
```
! wB97M-V def2-TZVPD RIJCOSX def2/J DEFGRID3
* xyz 0 3
Pt -0.30 -2.24 -0.19
P 0.53 -0.77 1.27
P -2.00 -0.78 -0.44
F 2.06 -7.19 0.19
F -0.82 -6.21 0.59
F -0.74 -4.68 2.16
F 0.35 -6.59 2.40
F 3.06 -5.44 -0.70
F 1.04 -5.99 -1.34
O 1.14 -3.70 0.29
N -3.60 -1.18 0.16
N -2.26 -0.49 -2.09
N 1.87 -0.06 0.50
N 1.24 -1.19 2.77
C -1.86 -0.41 -4.31
C 2.13 6.40 -2.11
C 0.01 -5.62 1.49
C 1.13 5.88 -3.18
C -2.90 0.52 -4.00
C 1.30 -4.93 0.86
C -5.55 -1.16 1.34
C -0.69 0.56 1.61
C 1.56 -2.17 4.80
C 2.63 5.31 -1.20
C 0.83 5.44 0.61
C 2.05 4.89 -0.07
C 2.64 -0.69 -0.50
C 3.44 0.29 -1.09
C -5.55 -2.31 0.48
C 2.21 1.29 0.53
C 1.86 -5.90 -0.26
C -0.02 5.04 -2.64
C -3.14 0.44 -2.64
C 3.17 1.53 -0.44
C -0.21 6.05 -0.33
C -1.49 -1.03 -3.14
C 2.11 -0.38 3.52
C 2.39 -4.88 1.95
C 2.31 -0.95 4.77
C 0.91 -2.30 3.58
C -0.61 5.13 -1.45
C -1.40 -3.76 -1.08
C -4.34 -2.32 -0.20
C -1.59 0.80 0.37
C -4.33 -0.52 1.15
H -0.49 4.43 -3.42
H -0.24 1.50 1.97
H 4.15 0.10 -1.90
H -1.03 1.34 -0.40
H 0.35 4.64 1.22
H -3.93 -3.06 -0.87
H -3.91 0.33 1.65
H 1.69 5.29 -3.93
H -3.83 0.97 -2.00
H 3.29 -4.40 1.53
H 3.60 2.50 -0.66
H 3.63 4.95 -1.45
H -0.76 -1.79 -2.92
H 0.71 6.75 -3.72
H -6.35 -3.04 0.38
H 0.28 -3.06 3.19
H -1.26 0.18 2.47
H 1.17 6.22 1.33
H 2.06 -4.29 2.81
H -3.40 1.18 -4.70
H 2.50 -1.73 -0.71
H -6.32 -0.87 2.03
H 1.72 1.95 1.22
H 1.68 7.23 -1.55
H -2.48 1.40 0.61
H 2.98 6.84 -2.65
H -1.10 6.34 0.26
H -2.01 -3.35 -1.91
H -2.04 -4.16 -0.27
H 2.53 0.51 3.10
H -0.68 -4.53 -1.42
H 0.17 6.99 -0.76
H 2.62 4.18 0.55
H -1.55 4.60 -1.29
H 2.64 -5.88 2.30
H 1.50 -2.88 5.62
H -1.41 -0.61 -5.28
H 2.93 -0.55 5.56
*
```